# 1
{
  "formula": "C5H11O2",
  "method": "ωB97M-V with the def2-TZVPD basis set",
  "symbols": ["C", "C", "H", "H", "H", "H", "H", "H", "C", "C", "C", "O", "O", "H", "H", "H", "H", "H"],
  "positions_angstrom": [[-2.557, -1.642, 0.134], [-2.440, -0.197, -0.397], [-3.342, -2.248, -0.310], [-1.590, -2.152, 0.102], [-2.691, -1.660, 1.225], [-2.133, 0.478, 0.397], [-3.366, 0.083, -0.886], [-1.618, -0.210, -1.087], [1.867, 1.241, 0.437], [1.951, -0.255, 0.678], [2.139, 1.614, -1.037], [1.167, 1.332, -1.794], [3.205, 2.153, -1.393], [0.857, 1.619, 0.607], [2.527, 1.833, 1.079], [2.828, -0.501, 1.289], [2.047, -0.748, -0.286], [1.150, -0.740, 1.242]],
  "nbo_charge": [-0.61, -0.62, 0.19, 0.21, 0.19, 0.21, 0.19, 0.24, -0.52, -0.61, 0.75, -0.82, -0.78, 0.20, 0.19, 0.18, 0.22, 0.18],
  "total_charge": -1,
  "energy_ha": -347.62834,
  "e_above_lowest_kj_mol": 56.0
}

# 2
{
  "formula": "C5H11O2",
  "method": "ωB97M-V with the def2-TZVPD basis set",
  "symbols": ["C", "C", "C", "H", "H", "H", "H", "H", "H", "H", "H", "C", "C", "O", "O", "H", "H", "H"],
  "positions_angstrom": [[2.089, -0.389, 1.629], [1.951, 0.641, 0.516], [0.700, -0.736, 2.165], [2.631, 0.020, 2.487], [2.454, -1.304, 1.154], [2.884, 1.096, 0.084], [1.646, 0.283, -0.460], [-0.111, -0.933, 1.463], [1.323, 1.462, 0.844], [0.328, 0.026, 2.875], [0.819, -1.524, 2.926], [-2.957, 0.552, -2.257], [-1.632, -0.278, -2.213], [-1.688, -1.437, -2.684], [-0.668, 0.327, -1.697], [-3.840, -0.106, -2.242], [-2.951, 1.097, -3.194], [-2.980, 1.202, -1.396]],
  "nbo_charge": [-0.41, -0.63, -0.61, 0.19, 0.20, 0.18, 0.26, 0.24, 0.20, 0.18, 0.18, -0.74, 0.77, -0.79, -0.80, 0.19, 0.20, 0.19],
  "total_charge": -1,
  "energy_ha": -347.62610,
  "e_above_lowest_kj_mol": 61.9
}

# 3
{
  "formula": "C5H11O2",
  "method": "ωB97M-V with the def2-TZVPD basis set",
  "symbols": ["C", "C", "O", "O", "H", "H", "H", "C", "C", "C", "H", "H", "H", "H", "H", "H", "H", "H"],
  "positions_angstrom": [[0.694, 2.577, -0.396], [-0.744, 2.650, -0.993], [-1.402, 3.702, -0.789], [-1.099, 1.613, -1.601], [1.424, 3.141, -0.988], [0.912, 1.519, -0.364], [0.663, 3.099, 0.561], [0.377, -1.194, 0.478], [0.608, -2.466, -0.320], [-1.008, -1.211, 1.115], [0.486, -0.298, -0.128], [1.152, -1.013, 1.230], [0.476, -3.336, 0.331], [-0.074, -2.552, -1.165], [-1.244, -0.272, 1.620], [-1.057, -2.044, 1.821], [1.611, -2.581, -0.760], [-1.774, -1.335, 0.348]],
  "nbo_charge": [-0.75, 0.76, -0.82, -0.79, 0.18, 0.21, 0.19, -0.48, -1.22, -0.68, 0.20, 0.16, 0.14, 0.18, 0.19, 0.17, 0.16, 0.20],
  "multiplicity": 2,
  "total_charge": -2,
  "energy_ha": -347.49323,
  "e_above_lowest_kj_mol": 29.4
}

# 4
{
  "formula": "C5H11O2S",
  "method": "ωB97M-V with the def2-TZVPD basis set",
  "symbols": ["C", "C", "S", "H", "H", "H", "H", "H", "H", "C", "C", "C", "O", "O", "H", "H", "H", "H", "H"],
  "positions_angstrom": [[-1.140, -1.237, 0.771], [-3.449, -0.014, 0.068], [-2.897, -1.512, 0.910], [-0.511, -2.136, 0.842], [-0.832, -0.755, -0.154], [-0.735, -0.656, 1.603], [-4.397, -0.160, -0.444], [-2.740, 0.226, -0.727], [-3.497, 0.823, 0.766], [2.203, 0.928, 0.392], [3.534, 1.634, 0.564], [1.758, 0.673, -1.081], [0.628, 0.128, -1.156], [2.557, 0.936, -1.997], [2.294, -0.098, 0.759], [1.353, 1.388, 0.884], [3.365, 2.716, 0.562], [4.177, 1.491, -0.303], [4.084, 1.413, 1.478]],
  "nbo_charge": [-0.79, -0.75, 0.14, 0.22, 0.30, 0.20, 0.21, 0.24, 0.20, -0.53, -0.62, 0.78, -0.82, -0.77, 0.19, 0.20, 0.18, 0.23, 0.18],
  "total_charge": -1,
  "energy_ha": -745.82913,
  "e_above_lowest_kj_mol": 38.1
}

# 5
{
  "formula": "C5H11O3",
  "method": "ωB97M-V with the def2-TZVPD basis set",
  "symbols": ["C", "C", "O", "H", "H", "H", "H", "H", "H", "C", "C", "C", "O", "O", "H", "H", "H", "H", "H"],
  "positions_angstrom": [[-0.273, 0.913, 2.274], [-1.251, 1.697, 1.366], [0.672, 0.134, 1.632], [0.176, 1.662, 2.954], [-0.833, 0.271, 2.971], [-1.354, 1.350, 0.341], [0.981, 0.540, 0.739], [-0.968, 2.747, 1.446], [-2.278, 1.666, 1.758], [1.051, -1.398, -1.334], [-0.385, -1.791, -1.663], [1.276, 0.085, -1.668], [1.243, 0.408, -2.867], [1.413, 0.887, -0.693], [1.088, -1.454, -0.239], [1.826, -2.068, -1.700], [-0.527, -2.038, -2.724], [-1.098, -0.976, -1.515], [-0.758, -2.635, -1.078]],
  "nbo_charge": [-0.03, -0.64, -0.79, 0.12, 0.13, 0.23, 0.51, 0.20, 0.18, -0.53, -0.59, 0.78, -0.75, -0.80, 0.21, 0.20, 0.19, 0.20, 0.18],
  "total_charge": -1,
  "energy_ha": -422.88722,
  "e_above_lowest_kj_mol": 69.5
}

# 6
{
  "formula": "C5H11O3",
  "method": "ωB97M-V with the def2-TZVPD basis set",
  "symbols": ["O", "C", "C", "C", "C", "C", "O", "H", "H", "H", "H", "H", "H", "H", "H", "H", "H", "H", "O"],
  "positions_angstrom": [[0.204, -2.817, 2.210], [0.296, -1.882, 1.446], [-0.688, -1.780, 0.294], [-0.351, -0.639, -0.773], [-0.845, 0.663, -0.212], [-0.372, 1.859, -1.120], [0.691, 2.436, -0.353], [0.995, -1.027, 1.397], [-1.699, -1.464, 0.618], [-0.871, -2.758, -0.178], [-0.981, -1.064, -1.584], [0.692, -0.664, -1.059], [-1.950, 0.796, -0.245], [-0.498, 0.728, 0.807], [-0.092, 1.531, -2.111], [-1.113, 2.636, -1.183], [2.891, 0.758, 0.601], [1.547, 1.618, 0.323], [2.143, 1.069, 1.122]],
  "nbo_charge": [-0.57, 0.42, -0.52, -0.39, -0.44, -0.05, -0.93, 0.18, 0.22, 0.21, 0.18, 0.21, 0.17, 0.22, 0.11, 0.13, 0.43, 0.50, -1.09],
  "total_charge": -1,
  "energy_ha": -422.80388,
  "e_above_lowest_kj_mol": 288.3
}

# 7
{
  "formula": "C5H11O3",
  "method": "ωB97M-V with the def2-TZVPD basis set",
  "symbols": ["O", "C", "C", "C", "C", "C", "O", "H", "H", "H", "H", "H", "H", "H", "H", "H", "H", "H", "O"],
  "positions_angstrom": [[-0.734, -2.102, 1.238], [-1.368, -0.853, 1.602], [-1.562, 0.041, 0.520], [-0.455, 0.705, -0.137], [-0.105, 0.443, -1.644], [1.259, 0.846, -2.245], [1.575, 0.182, -3.355], [-2.285, -1.124, 2.119], [-0.559, -0.552, 2.337], [-2.501, 0.589, 0.511], [0.405, 0.268, 0.408], [-0.307, 1.779, 0.025], [-0.196, -0.640, -1.767], [-0.998, 0.888, -2.096], [1.179, 1.933, -2.367], [1.998, 0.679, -1.446], [0.166, -1.917, 1.541], [2.643, -0.332, 2.286], [1.845, -0.835, 2.470]],
  "nbo_charge": [-0.68, -0.26, 0.29, -0.56, -0.38, -0.15, -0.23, 0.21, 0.34, 0.19, 0.27, 0.27, 0.23, 0.20, 0.21, 0.24, 0.52, 0.42, -1.12],
  "multiplicity": 2,
  "total_charge": 0,
  "energy_ha": -422.50669,
  "e_above_lowest_kj_mol": 697.8
}

# 8
{
  "formula": "C5H11O3Pr",
  "method": "ωB97M-V with the def2-TZVPD basis set",
  "symbols": ["C", "O", "C", "C", "O", "C", "H", "H", "H", "H", "H", "H", "H", "H", "H", "Pr", "O", "C", "H", "H"],
  "positions_angstrom": [[-0.638, -0.146, 1.153], [0.286, 0.732, 0.458], [0.944, 0.179, -0.644], [0.014, -0.475, -1.660], [-1.130, 0.331, -1.922], [-0.894, 1.481, -2.721], [-0.863, 0.266, 2.149], [-0.255, -1.187, 1.162], [1.666, -0.597, -0.325], [1.494, 1.012, -1.104], [-0.371, -1.436, -1.298], [0.566, -0.674, -2.590], [-0.328, 2.231, -2.150], [-0.333, 1.206, -3.626], [-1.869, 1.886, -3.016], [-2.793, 0.313, -0.068], [1.037, -0.237, 4.655], [1.081, -1.248, 3.969], [0.370, -2.085, 4.129], [2.014, -1.553, 3.449]],
  "lowdin_spin": [-0.02, 0.00, 0.00, 0.00, -0.01, 0.00, 0.00, 0.00, 0.00, 0.00, 0.00, 0.00, 0.00, 0.00, 0.00, 3.03, 0.00, 0.00, 0.00, 0.00],
  "multiplicity": 4,
  "total_charge": 1,
  "energy_ha": -939.43589,
  "e_above_lowest_kj_mol": 296.6
}

# 9
{
  "formula": "C5H11OP",
  "method": "ωB97M-V with the def2-TZVPD basis set",
  "symbols": ["C", "C", "C", "C", "C", "O", "P", "H", "H", "H", "H", "H", "H", "H", "H", "H", "H", "H"],
  "positions_angstrom": [[0.468, -0.506, 0.270], [-0.727, 0.422, 0.141], [1.809, 0.088, 0.341], [0.301, -1.892, -0.370], [-0.454, 1.896, 0.109], [-0.113, -0.428, 1.507], [-2.318, -0.579, -0.020], [2.576, -0.730, 0.253], [1.980, 0.761, 1.206], [2.034, 0.757, -0.650], [1.358, -2.109, -0.666], [-0.402, -1.746, -1.317], [-0.150, -2.509, 0.328], [-1.255, 2.399, 0.524], [-0.178, 2.198, -0.821], [0.400, 2.129, 0.825], [-2.068, -0.575, -1.530], [-3.260, 0.421, -0.132]],
  "nbo_charge": [0.16, 0.01, -0.63, -0.64, -0.66, -0.56, 0.37, 0.22, 0.24, 0.20, 0.21, 0.21, 0.24, 0.22, 0.23, 0.24, -0.03, -0.04],
  "total_charge": 0,
  "smiles": "CC1(C)O[C@]1(C)P",
  "energy_ha": -613.57005,
  "e_above_lowest_kj_mol": 344.8
}

# 10
{
  "formula": "C5H11OP",
  "method": "ωB97M-V with the def2-TZVPD basis set",
  "symbols": ["C", "C", "C", "C", "C", "O", "P", "H", "H", "H", "H", "H", "H", "H", "H", "H", "H", "H"],
  "positions_angstrom": [[2.534, -0.270, -0.151], [1.511, -1.099, 0.701], [-1.071, 0.137, -0.042], [-1.461, 0.542, 1.316], [-1.501, 0.989, -1.158], [2.183, 0.983, -0.242], [-0.048, -1.236, -0.364], [3.437, -0.221, 0.309], [2.662, -0.664, -1.212], [1.827, -2.143, 0.734], [1.110, -0.806, 1.662], [-0.694, 1.295, 1.644], [-1.277, -0.297, 1.968], [-2.471, 0.796, 1.499], [-1.162, 1.989, -0.971], [-2.499, 1.128, -1.463], [-1.032, 0.592, -2.049], [0.244, -0.935, -1.749]],
  "nbo_charge": [-0.06, -0.62, -0.05, -0.71, -0.70, -0.81, 0.71, 0.19, 0.11, 0.22, 0.23, 0.28, 0.22, 0.24, 0.27, 0.24, 0.23, 0.02],
  "total_charge": 0,
  "energy_ha": -613.50727,
  "e_above_lowest_kj_mol": 509.6
}

# 11
{
  "formula": "C5H11OP",
  "method": "ωB97M-V with the def2-TZVPD basis set",
  "symbols": ["C", "C", "C", "C", "C", "O", "P", "H", "H", "H", "H", "H", "H", "H", "H", "H", "H", "H"],
  "positions_angstrom": [[-0.386, -0.395, 1.120], [0.367, -1.562, 0.595], [-1.124, 0.456, 0.185], [0.058, 0.159, 2.420], [1.496, -1.992, -0.015], [-0.858, -1.835, 1.096], [0.560, 2.058, -3.017], [-0.377, 1.115, -0.262], [-2.088, 0.757, 0.507], [-1.400, -0.107, -0.689], [0.710, 0.985, 2.263], [0.486, -0.749, 2.988], [-0.706, 0.546, 2.944], [1.360, -3.020, -0.444], [0.467, 0.817, -2.203], [2.169, -1.295, -0.490], [-0.761, 2.473, -2.603], [0.029, 1.588, -4.397]],
  "nbo_charge": [0.20, 0.13, -0.66, -0.63, -0.32, -0.41, -0.02, 0.22, 0.22, 0.23, 0.22, 0.23, 0.20, 0.17, 0.00, 0.19, 0.00, 0.02],
  "multiplicity": 3,
  "total_charge": 0,
  "energy_ha": -613.39619,
  "e_above_lowest_kj_mol": 324.2
}

# 12
{
  "formula": "C5H11OPS",
  "method": "ωB97M-V with the def2-TZVPD basis set",
  "symbols": ["C", "C", "C", "C", "C", "O", "P", "S", "H", "H", "H", "H", "H", "H", "H", "H", "H", "H", "H"],
  "positions_angstrom": [[-1.521, -0.683, -1.377], [-0.843, -0.542, -0.251], [-2.507, -1.731, -1.849], [2.698, 0.934, 1.491], [1.679, 0.017, 0.822], [-0.598, 1.217, 1.597], [0.136, 0.859, 0.232], [0.132, 2.387, -0.999], [-1.443, -0.062, -2.252], [-1.018, -1.121, 0.574], [-3.449, -1.292, -1.847], [-2.385, -2.644, -1.269], [-2.355, -1.855, -2.947], [2.310, 1.582, 2.312], [3.336, 0.414, 2.136], [3.263, 1.598, 0.871], [1.236, -0.746, 1.406], [2.098, -0.472, -0.078], [-0.768, 2.140, 1.428]],
  "nbo_charge": [-0.05, -0.65, -0.65, -0.63, -0.74, -0.98, 1.58, -0.62, 0.21, 0.22, 0.23, 0.22, 0.22, 0.22, 0.22, 0.23, 0.23, 0.24, 0.51],
  "total_charge": 0,
  "smiles": "C/C=C/[P@](O)(=S)CC",
  "energy_ha": -1011.90110,
  "e_above_lowest_kj_mol": 60.0
}

# 13
{
  "formula": "C5H11P",
  "method": "ωB97M-V with the def2-TZVPD basis set",
  "symbols": ["C", "C", "C", "C", "C", "P", "H", "H", "H", "H", "H", "H", "H", "H", "H", "H", "H"],
  "positions_angstrom": [[-0.750, -0.294, -2.332], [-0.236, -1.008, -1.363], [-1.348, -1.048, 1.456], [1.975, 1.425, -0.046], [-0.474, -0.009, 0.775], [1.328, 0.090, 1.204], [-0.681, -0.629, -3.307], [-1.347, 0.549, -1.906], [-0.095, -2.104, -1.375], [-1.879, -0.540, 2.384], [-0.927, -1.977, 1.814], [-2.218, -1.207, 0.885], [2.966, 1.673, 0.372], [1.457, 2.383, 0.017], [1.940, 1.000, -1.084], [-1.032, 0.774, 0.255], [1.319, 0.920, 2.252]],
  "nbo_charge": [-0.51, -0.15, -0.66, -0.89, -0.41, 0.55, 0.21, 0.21, 0.19, 0.20, 0.23, 0.22, 0.23, 0.22, 0.24, 0.20, -0.07],
  "total_charge": 0,
  "energy_ha": -538.27173,
  "e_above_lowest_kj_mol": 405.5
}